{"formula": "C6H20O8", "method": "ωB97M-V with the def2-TZVPD basis set", "total_energy_ha": -842.46624, "spin_multiplicity": 1, "homo_ev": -10.09, "fmax_ha_per_bohr": 0.0775, "relative_energy_kcal_mol": 22.3, "smiles": "C[C@H]1COC(=O)O1.CO.CO.O.O.O", "symbols": ["C", "C", "C", "O", "C", "O", "O", "H", "H", "H", "H", "H", "H", "C", "O", "H", "H", "H", "H", "C", "O", "H", "H", "H", "H", "O", "H", "H", "O", "H", "H", "O", "H", "H"], "positions_angstrom": [[-0.22119, -5.04021, 0.75946], [1.07244, -4.20724, 0.83641], [0.99384, -2.82391, 0.22721], [1.44936, -2.00196, 1.32778], [1.74885, -2.72607, 2.39304], [2.21325, -2.28038, 3.44497], [1.41817, -3.97996, 2.20410], [-1.06977, -4.72223, 1.36519], [0.00469, -6.05214, 1.09572], [-0.53205, -5.17449, -0.27661], [1.94553, -4.70161, 0.41047], [-0.03201, -2.64808, -0.09655], [1.55382, -2.71889, -0.70203], [4.57575, 3.33713, -2.53261], [4.23696, 4.18369, -3.57336], [5.65997, 3.33519, -2.42060], [4.13972, 3.86109, -1.68205], [4.08381, 2.37769, -2.69250], [3.65184, 3.67903, -4.14306], [-5.21361, -0.63858, 3.06066], [-4.11169, 0.20653, 2.94558], [-5.10782, -1.37603, 3.85633], [-6.13769, -0.06631, 3.14248], [-5.27345, -1.13939, 2.09438], [-3.70693, 0.37066, 3.80046], [-0.98960, 7.27385, 0.52309], [-0.53918, 7.31635, 1.36662], [-0.82381, 6.38569, 0.20698], [-0.73473, 0.95444, -4.68482], [-0.81204, 0.06114, -5.01988], [-0.39950, 1.46025, -5.42509], [-0.81244, 2.80527, -0.47159], [-1.28935, 2.15269, 0.04117], [-0.94129, 2.53668, -1.38125]], "mulliken_charge": [-1.409, 0.417, -0.358, -0.302, 0.682, -0.597, -0.340, 0.341, 0.365, 0.393, 0.246, 0.278, 0.283, -0.449, -0.491, 0.179, 0.193, 0.260, 0.307, -0.467, -0.501, 0.251, 0.225, 0.187, 0.305, -0.643, 0.316, 0.324, -0.629, 0.316, 0.317, -0.635, 0.316, 0.318]}